Below is a 2-piece molecular cluster, C7H6Cl4O2 overall, with properties calculated with wB97M-V/def2-TZVPD.

```
19
Properties=species:S:1:pos:R:3
Cl 42.54500 -13.20821 22.67963
Cl 42.39474 -14.70865 20.22605
Cl 44.69489 -14.98014 21.93905
Cl 44.27222 -12.54198 20.47168
O 39.12483 -20.64656 17.06591
O 42.08540 -15.99080 16.86466
C 39.89468 -18.63646 18.15195
C 43.47366 -13.85830 21.34320
C 40.52954 -19.15847 15.89127
C 40.66148 -17.48279 18.10456
C 41.27097 -17.99165 15.83754
C 39.83142 -19.47430 17.04880
C 41.31936 -17.15772 16.92875
H 39.41532 -18.92441 19.08202
H 38.50971 -20.64261 17.80575
H 41.81552 -17.70510 14.94760
H 41.47626 -15.25186 16.79011
H 40.44906 -19.82445 15.04266
H 40.68783 -16.76837 18.91641
```

relative energy (zero: lowest compared OMol25 entry of this formula, charge and spin): 4.6 kcal per mole
orbital gap: 8.908 eV

***

Below is C27H17F5N2O7S2Sn as an isolated structure at a distorted geometry, with properties calculated with wB97M-V/def2-TZVPD.

```
61
Properties=species:S:1:pos:R:3
Sn 0.16464 -0.02855 -0.75896
S 1.54374 3.03865 -0.13206
S -2.16376 0.65215 -1.13086
F 0.89034 -6.46865 -0.73506
F -1.34736 -2.57115 -2.13296
F -1.03956 -5.24285 -2.24156
F 2.17944 -2.28005 0.96864
F 2.49434 -4.94085 0.88254
O 0.41484 -0.19295 -2.85666
O 0.50984 2.25425 -0.83866
O -4.59396 0.33455 5.35794
O 1.49684 2.72885 1.31754
O 0.35874 1.12915 -4.62636
O -3.11306 0.12265 6.98354
O 2.85764 2.91495 -0.69526
N 2.45644 0.18545 -0.40676
N 0.55714 0.25665 1.62484
C 1.37524 -2.98555 0.15574
C 1.54844 -4.36765 0.12844
C -0.99576 0.41165 4.98874
C 4.10394 0.92845 1.12014
C -0.21056 0.45055 -3.80456
C -2.33646 0.19875 4.68074
C 5.06924 0.82045 0.13654
C -3.44286 0.22445 5.68244
C -0.24056 -4.51725 -1.45706
C 0.73714 -5.14415 -0.69096
C -2.23676 0.07425 -5.17236
C 1.72244 0.78855 1.78414
C -4.45496 0.01215 -4.29016
C -3.59716 -0.04085 -5.37726
C 1.01604 4.74875 -0.28336
C -0.38226 0.23255 2.65284
C -1.72256 -0.00715 2.34954
C 0.41814 -2.34395 -0.60226
C -0.03726 0.41035 3.99704
C 4.69044 0.40155 -1.13076
C -3.94396 0.15195 -3.01626
C -2.56976 0.28865 -2.81156
C 3.35874 0.09605 -1.36396
C -2.67876 -0.01735 3.34414
C -1.70146 0.25515 -3.89966
C -0.38356 -3.13375 -1.40046
C 2.78804 0.61105 0.80144
H -1.54616 0.02045 -5.99906
H 0.09754 4.87355 0.27184
H 1.80574 5.37195 0.11644
H -2.02066 -0.16215 1.32094
H 5.40864 0.33935 -1.93376
H -3.99046 -0.16335 -6.37486
H 2.98624 -0.20465 -2.33496
H 4.34914 1.27655 2.11234
H -2.17056 -0.02335 7.13384
H 0.86604 4.95225 -1.33616
H -3.71676 -0.18765 3.11064
H -5.52276 -0.05915 -4.42596
H 6.09714 1.07825 0.34974
H -4.59866 0.18625 -2.15936
H 0.99234 0.55805 4.28244
H 2.06974 1.09685 2.76234
H -0.66596 0.60675 6.00254
```

relative energy (zero: lowest compared OMol25 entry of this formula, charge and spin): 0.0 kcal per mole
orbital gap: 7.102 eV

***

Below is C14H38AlBBeBrCl2CsF7InMgN2O10PS3 as an isolated structure at a distorted geometry, with properties calculated with wB97M-V/def2-TZVPD.

```
84
Properties=species:S:1:pos:R:3
Cs 4.21167 4.43877 2.47299
In -3.73549 0.29763 3.23460
Br -6.81124 1.53373 2.58789
Cl -0.20717 4.64249 6.28285
Cl -0.75646 4.66903 9.15184
S 1.07414 2.78203 -0.99244
S 2.48819 4.87058 -0.28743
S -3.50665 3.99317 2.40704
P -2.69485 2.24977 1.93586
Al 4.00595 -2.64697 -4.67748
Mg -3.54859 3.73672 4.79927
F 3.52298 -4.26181 -4.97176
F 4.98327 -2.58331 -3.27088
F 3.02417 5.43296 1.14877
F 2.60514 -1.66741 -4.43919
F -4.14290 5.11850 7.50114
F 0.08834 3.85832 -1.57875
F 4.88688 -2.04073 -6.01970
O 4.82831 1.17406 -4.75271
O -3.52589 -0.92025 -1.54198
O 1.86167 2.42282 -2.09652
O -1.10685 2.31235 2.14385
O -2.63187 -2.76271 3.00065
O 3.71978 4.73512 -0.97975
O -3.09534 2.00157 0.37289
O 0.16292 1.76974 -0.54359
O 1.65546 5.93401 -0.68462
O 2.31633 -3.76782 1.67557
N 3.28648 -5.56235 0.77749
N 1.78132 3.54030 0.20947
C -4.68811 -0.35162 -2.16549
C -0.47774 5.65504 7.72559
C 5.73366 1.61265 -5.73044
C 2.20379 -4.81517 1.03901
C 0.27498 -2.18455 2.56848
C 2.78683 1.37833 -6.08776
C -6.54735 -2.32794 1.60881
C 3.53217 1.69345 -4.79493
C 0.87212 -5.30693 0.52480
C 3.35598 -6.81854 0.04474
C -6.46627 -1.34722 2.78639
C -5.73119 -0.06736 2.29002
C -0.75564 -1.01363 2.71348
C 5.99598 3.11544 -5.68985
B -2.24795 -1.51088 2.94577
Be -5.20472 -4.58812 2.22519
H 0.89284 -5.37876 -0.56221
H -4.60686 -0.42715 -3.24964
H -4.79915 0.69800 -1.87856
H 5.39701 1.29867 -6.72643
H 0.62477 -2.16437 1.54738
H 2.79204 0.30369 -6.27054
H 6.77124 3.37889 -6.40700
H -5.56692 -2.78142 1.35235
H -1.34652 6.28000 7.55274
H -5.96681 -1.75815 3.65674
H 0.09584 -4.60395 0.80939
H 0.40126 6.26660 7.88448
H -3.10355 -3.04053 2.19939
H 4.14036 -5.17653 1.14671
H 1.12959 -1.91485 3.17309
H -5.56168 -0.90756 -1.83375
H -0.72308 1.93997 1.30361
H 4.01826 -6.69083 -0.81086
H 3.24830 1.86326 -6.95000
H -3.24827 1.05521 0.30949
H -0.50920 -0.43480 3.60858
H -7.45776 -1.02050 3.06671
H 3.00283 1.24202 -3.96142
H -7.30485 -3.08412 1.79875
H 3.54749 2.77880 -4.60508
H -6.89104 -1.76418 0.74514
H 5.10142 3.68734 -5.93939
H -0.10432 -3.14843 2.84794
H -0.74985 -0.31204 1.88596
H 3.76805 -7.58673 0.69951
H 1.75719 1.72598 -6.01922
H 6.66348 1.08390 -5.53580
H -3.77326 0.71677 4.96272
H 2.38104 -7.13498 -0.30509
H 6.31321 3.42152 -4.69286
H 0.63681 -6.27874 0.95859
H -5.58017 -0.13593 1.22016
H -2.76596 -0.41938 -1.85071
```

orbital gap: 1.252 eV
net charge: +1

***

Below is C4H5NO as an isolated structure, with properties calculated with wB97M-V/def2-TZVPD.

```
11
Properties=species:S:1:pos:R:3
O -0.42019 1.54922 -1.19126
N -1.21393 1.76061 -0.06535
C -0.87586 0.90045 0.86772
C 0.44664 0.48721 -0.89943
C 0.43810 -1.42105 0.37592
C 0.06857 -0.03987 0.35161
H 0.82474 -1.92400 1.27067
H 0.79558 -0.88521 -1.13853
H 1.48781 0.75762 -1.10283
H -0.12927 -2.08423 -0.27530
H -1.42218 0.89926 1.80680
```

relative energy (zero: lowest compared OMol25 entry of this formula, charge and spin): 134.7 kcal per mole
orbital gap (alpha / beta): 8.963 / 8.963 eV

***

Below is one molecule with the formula C8H8O7 at a distorted geometry, with properties calculated with wB97M-V/def2-TZVPD.

```
23
Properties=species:S:1:pos:R:3
O -2.66968 -1.42391 0.10471
O 2.99986 -1.99072 -0.49969
O 1.72787 1.09991 0.72816
O -0.14391 -1.88281 -0.39407
O 4.97490 0.31198 -0.45143
O -0.12934 -1.19547 1.82535
O -1.02706 0.15922 0.19627
C -3.29083 0.91205 -0.32294
C 2.72672 -0.69036 0.02180
C -2.37306 -0.26434 0.04119
C -4.51897 0.51999 -0.61364
C -0.11096 -0.82352 0.51821
C 3.69318 0.31126 0.00679
C 1.52447 -0.18863 0.39736
C 3.06521 1.39993 0.50392
H 3.93312 -2.02636 -0.69399
H 3.32901 2.48114 0.43399
H -0.88416 -1.75028 2.09439
H 0.68292 -2.29472 -0.26835
H -2.96936 1.86427 -0.68457
H -4.94571 -0.34687 -0.19568
H -5.25482 1.27726 -0.81765
H 5.56250 0.74945 0.16631
```

relative energy (zero: lowest compared OMol25 entry of this formula, charge and spin): 34.2 kcal per mole
orbital gap: 8.815 eV

***

Below is a 2-piece molecular cluster, C3H6N2O2S overall at a distorted geometry, with properties calculated with wB97M-V/def2-TZVPD.

```
14
Properties=species:S:1:pos:R:3
S -2.44246 -1.17528 0.23341
O -0.14643 -1.23506 1.77353
O 0.52436 1.47300 1.09951
N 0.93384 -0.94121 -1.16667
N 1.79000 1.24632 -1.46297
C -0.44677 0.72364 0.51992
C 1.38075 0.13273 -1.52304
C -0.94559 -0.42332 1.02324
H -2.74971 -0.30986 -0.76611
H 1.40446 2.03310 -1.89625
H -1.11450 1.13899 -0.18727
H 1.05526 -1.82536 -1.68805
H -0.45759 -1.75357 2.48473
H 1.21438 0.91587 1.55602
```

relative energy (zero: lowest compared OMol25 entry of this formula, charge and spin): 93.0 kcal per mole
orbital gap: 8.195 eV

***

Below is one molecule with the formula C4H8N2 at a distorted geometry, with properties calculated with wB97M-V/def2-TZVPD.

```
14
Properties=species:S:1:pos:R:3
N -0.74328 -0.29381 -0.38955
N 0.69793 -0.35429 -0.23435
C 2.97916 0.06894 -0.03882
C -1.52542 0.20778 0.42986
C 1.62284 0.14272 0.64088
C -2.87301 0.18900 -0.04356
H -3.36430 -0.69337 0.41466
H -1.27278 0.64358 1.42813
H 1.01054 -0.76419 -1.18437
H -3.40776 1.12793 0.06720
H 3.65738 0.37320 0.68182
H 2.97847 0.63144 -0.94948
H -2.83362 -0.12248 -1.11082
H 3.04955 -1.04138 -0.14204
```

relative energy (zero: lowest compared OMol25 entry of this formula, charge and spin): 95.3 kcal per mole
orbital gap: 9.224 eV

***

Below is an isolated ion of composition C5H7NO3 and charge -2 at a distorted geometry, with properties calculated with wB97M-V/def2-TZVPD.

```
16
Properties=species:S:1:pos:R:3
O -0.15858 2.95453 -0.18373
O 1.40718 -2.02656 2.13808
O 1.97462 2.67906 -0.21158
N 0.48097 -1.15375 1.94740
C -1.11875 -0.09616 -1.27938
C 0.75926 0.70489 0.22662
C -0.54973 -0.07792 0.14844
C -0.11711 -1.43038 0.66096
C 0.85558 2.16280 -0.03733
H -0.44425 -0.66192 -1.95036
H 1.59487 0.09424 0.07106
H -1.05404 0.97690 -1.69012
H 0.61612 -1.75642 -0.10981
H -2.09526 -0.51977 -1.31886
H -0.96679 -2.26552 0.64225
H -1.18410 0.41598 0.94634
```

relative energy (zero: lowest compared OMol25 entry of this formula, charge and spin): 55.8 kcal per mole
orbital gap (alpha / beta): 6.180 / 5.184 eV
net charge: -2

***

Below is one molecule with the formula C4H8N2O3 at a distorted geometry, with properties calculated with wB97M-V/def2-TZVPD.

```
17
Properties=species:S:1:pos:R:3
O 2.43032 1.09247 0.08770
O 2.64106 -1.20255 0.15440
O -1.58724 0.13105 0.84515
N 0.59974 -0.30891 0.41477
N -0.35201 1.73731 -0.38542
C 1.93927 -0.23559 0.27271
C -1.57720 -0.94036 -0.12972
C -0.09115 -1.46581 -0.10320
C -0.31696 0.78093 0.76198
H 1.63250 1.62116 -0.15150
H -1.11182 2.26480 -0.17601
H -1.73895 -0.52308 -1.13395
H 0.19957 -1.53917 -1.19012
H 0.19424 -2.44027 0.37770
H -0.45781 1.33813 -1.27248
H -0.00918 1.42242 1.64181
H -2.39440 -1.73253 -0.01382
```

relative energy (zero: lowest compared OMol25 entry of this formula, charge and spin): 40.8 kcal per mole
orbital gap: 10.543 eV

***

Below is one molecule with the formula C5H6O3 at a distorted geometry, with properties calculated with wB97M-V/def2-TZVPD.

```
14
Properties=species:S:1:pos:R:3
O -1.70634 -0.28000 -0.34069
O -0.09023 -0.72045 1.32608
O -0.40205 1.49567 0.53684
C 1.56251 0.34687 0.17428
C 2.12337 -0.34262 -0.74592
C -0.94260 0.97003 -0.61041
C 0.55210 0.64830 1.14296
C -0.80149 -1.21767 0.18711
H 2.94894 -0.59084 -1.43821
H 0.75590 0.85286 2.32793
H -1.78626 1.74578 -1.02993
H -0.17638 -1.78639 -0.67920
H -0.39272 0.68156 -1.49218
H -1.64476 -1.80310 0.64132
```

relative energy (zero: lowest compared OMol25 entry of this formula, charge and spin): 119.5 kcal per mole
orbital gap: 10.706 eV

***

Which formula does entry 9 have? C4H8N2O3